1.
The following is a quantum chemistry calculation of a 10-piece molecular cluster, C6H34NO9 overall, from OMol25.

Cartesian coordinates (Å):
1 O 1.6931 2.8006 -2.9604
2 O 1.0542 -3.5468 2.6269
3 O -1.6860 -3.6577 1.6486
4 O 2.1371 4.0907 -0.6549
5 O -4.0132 -2.7902 0.2489
6 O -0.4618 3.3977 1.6036
7 O -1.3730 2.7147 -2.9669
8 O 2.5129 -2.2185 0.7651
9 O 3.4891 -0.9256 -1.8000
10 N 0.6194 0.8269 -1.4354
11 C -0.1097 -1.4319 -1.7377
12 C -1.4471 0.7008 0.4698
13 C -2.3490 0.7321 1.7029
14 C -0.2855 -0.3204 0.6352
15 C 0.4740 -0.5220 -0.6886
16 C 0.6244 0.0566 1.8268
17 H 0.4754 1.0937 2.0568
18 H 4.3573 -1.3196 -1.8844
19 H -2.0801 0.2617 -0.3253
20 H -0.1837 -2.4979 -1.5285
21 H -0.6640 -1.3428 0.7781
22 H 3.1310 -1.3011 -0.9781
23 H -4.5412 -3.0528 1.0112
24 H -2.0725 -2.9860 1.0573
25 H -2.2903 2.7188 -3.2191
26 H 1.3992 0.7229 -2.0932
27 H 0.2683 -0.5361 2.6675
28 H 0.6491 -1.4240 -2.5371
29 H 2.4448 2.6730 -3.5487
30 H -3.1167 1.4978 1.5512
31 H 2.9637 4.0617 -0.1568
32 H -1.9859 -4.3576 1.0500
33 H -2.7926 -0.2230 1.9886
34 H 1.4928 -0.7690 -0.4553
35 H 1.4546 4.3407 -0.0182
36 H 0.0893 2.9911 2.2841
37 H 0.9277 1.6533 -0.9046
38 H 3.0235 -3.0307 0.6332
39 H 1.9349 3.6515 -2.5223
40 H -1.0103 1.6580 0.1981
41 H -1.1532 3.8066 2.1426
42 H -0.2654 0.9511 -1.9341
43 H 2.0202 -2.5326 1.5678
44 H -0.6327 2.7846 -3.5685
45 H -1.0305 -1.0863 -2.2168
46 H 0.1623 -3.7732 2.2784
47 H 0.8503 -3.0485 3.4266
48 H 1.6703 -0.1669 1.6570
49 H -4.6287 -2.3242 -0.3245
50 H -1.7459 0.9989 2.5828

Computed properties:
Gap between HOMO and LUMO (alpha / beta), Ha: 0.0748 / 0.4082
Multiplicity: 2
Energy above the lowest of the compared OMol25 structures with the same formula, charge and spin, kcal per mole: 4.8
LUMO (alpha / beta), eV: 0.121 / 0.042

2.
The following is a quantum chemistry calculation of a 11-piece molecular cluster, C6H34O11 overall, from OMol25.

Cartesian coordinates (Å):
1 O -1.6887 0.6559 -0.0490
2 O -0.3811 -2.1930 1.3203
3 O 0.3999 2.8825 0.8244
4 O 4.0977 -0.4801 -0.8371
5 O -2.5765 -3.1340 -3.9032
6 O 0.8856 -0.2013 -0.0277
7 O -1.6770 2.2394 -2.4755
8 O 2.5496 2.1075 -1.5201
9 O 0.5602 2.8623 3.6536
10 O 1.6333 -0.5790 -3.2932
11 O 2.2641 -2.6459 -0.6895
12 C -0.3974 0.7037 3.6291
13 C 2.0258 1.0694 4.3898
14 C -2.7828 -2.6504 -2.6052
15 C -1.4385 -2.1365 -2.0278
16 C 0.5897 1.6731 4.3067
17 C -3.8213 -1.5291 -2.6503
18 H 0.2202 1.7634 5.3282
19 H -3.4316 -3.2625 -4.3201
20 H -1.8463 1.4989 0.3761
21 H 2.8165 1.6876 4.8148
22 H -2.2570 0.0423 0.4165
23 H 0.5709 2.9505 1.7637
24 H -3.4529 -0.5540 -2.9689
25 H 1.4012 -2.2378 -0.6175
26 H -1.4301 -1.9063 -0.9624
27 H -3.0407 -3.5968 -2.1299
28 H -0.5546 2.8807 0.7537
29 H 0.0165 0.1835 -0.1413
30 H 2.3750 0.7378 3.4119
31 H 1.4897 0.4769 -0.3300
32 H -1.2758 -1.8537 1.2942
33 H 4.6754 -0.7253 -1.5599
34 H -0.6579 -2.8848 -2.1648
35 H -4.2042 -1.3455 -1.6464
36 H 2.8788 -1.9125 -0.6701
37 H 2.0669 0.1622 4.9927
38 H -1.1065 -1.2307 -2.5351
39 H 0.1330 -1.5521 0.8292
40 H 1.0957 3.5025 4.1279
41 H -1.6108 1.8027 -1.6263
42 H -1.3606 1.2015 3.5176
43 H -4.7157 -1.6887 -3.2525
44 H 2.0085 0.0175 -2.6453
45 H -2.3889 2.8699 -2.3663
46 H 4.1611 0.4739 -0.7923
47 H -0.0777 0.3458 2.6505
48 H -0.5322 -0.2031 4.2188
49 H 3.4620 2.2975 -1.7382
50 H 2.2797 2.8362 -0.9612
51 H 2.0494 -1.4219 -3.1126

Computed properties:
Gap between HOMO and LUMO (alpha / beta), Ha: 0.0873 / 0.3439
Multiplicity: 2
Energy above the lowest of the compared OMol25 structures with the same formula, charge and spin, kcal per mole: 0.0
Charge: -1
LUMO (alpha / beta), eV: 2.213 / 2.092

3.
The following is a quantum chemistry calculation of a 13-piece molecular cluster, C6H34O12 overall, from OMol25.

Cartesian coordinates (Å):
1 O 0.6774 -0.8892 -2.4446
2 O 2.1557 1.7653 -2.9562
3 O -3.2753 1.4081 -2.9202
4 O -2.8788 -0.1627 -0.6593
5 O 3.5155 -0.3120 0.7279
6 O -2.1393 -3.3314 1.0616
7 O 0.6931 3.5800 -0.7432
8 O 2.7916 -2.0060 -1.2229
9 O -1.5459 -2.3184 -1.4574
10 O -0.7640 1.3116 -1.7008
11 O 3.1364 2.1224 -0.4809
12 O -4.0420 -1.4403 1.4606
13 C 0.3258 -1.3296 1.4573
14 C 1.4313 1.5920 2.5202
15 C -0.9710 1.7244 1.9384
16 C 0.0923 -0.4828 2.6844
17 C 1.0813 -2.4181 1.4521
18 C 0.2579 0.9888 2.3885
19 H -1.3502 0.9432 -1.0206
20 H 2.3317 1.1097 2.8925
21 H -2.0943 -1.5198 -1.2305
22 H 3.9135 2.6873 -0.5936
23 H 1.6161 -2.7797 2.3231
24 H 0.7592 -0.8195 3.4824
25 H -1.4964 2.1501 2.8003
26 H 1.5175 3.1877 -0.4093
27 H -3.3919 -2.1844 1.4048
28 H 1.5920 2.6325 2.2713
29 H 1.4665 -1.2863 -2.0060
30 H 2.7639 -0.3901 1.3303
31 H -0.0883 -1.4165 -2.1303
32 H 2.8394 1.9738 -1.4166
33 H -0.1231 -0.9681 0.5413
34 H -1.9933 -2.8368 -2.1336
35 H 1.2705 -2.9977 0.5554
36 H -3.6172 2.3065 -2.8944
37 H 3.4455 0.5836 0.3316
38 H 3.5601 -2.1737 -1.7761
39 H -3.4273 -0.4723 0.1051
40 H 1.4494 2.4282 -2.9419
41 H 0.1472 2.8066 -0.9992
42 H -3.9220 -1.0966 2.3517
43 H 1.7079 0.9037 -3.0001
44 H -1.3374 -3.3341 1.5964
45 H -1.8387 -3.0389 0.1750
46 H -3.4475 0.2599 -1.3376
47 H 3.0776 -1.4161 -0.4839
48 H -0.9128 -0.6799 3.0657
49 H -2.3245 1.4842 -2.6848
50 H -1.6753 1.0496 1.4489
51 H -0.7293 2.5614 1.2861
52 H -0.2306 0.5405 -2.0089

Computed properties:
Gap between HOMO and LUMO, Ha: 0.3622
Energy above the lowest of the compared OMol25 structures with the same formula, charge and spin, kcal per mole: 0.0
LUMO, eV: 0.347

4.
The following is a quantum chemistry calculation of a 10-piece molecular cluster, C6H35N2O9 overall, from OMol25.

Cartesian coordinates (Å):
1 O 0.0369 -4.8129 -0.1807
2 O 2.5181 0.6590 -0.3643
3 O -0.4144 0.0312 4.0390
4 O -2.7661 1.2347 2.7569
5 O 2.3887 0.2511 4.0639
6 O -1.9273 -3.0261 0.4053
7 O 0.3707 0.5092 -4.7189
8 O -2.5320 1.5726 -3.6619
9 O 4.1471 -0.1111 1.6428
10 N 0.0995 -0.2352 -1.4894
11 N -0.1005 1.1933 0.9400
12 C -0.3721 2.6033 0.7343
13 C -1.2402 0.0062 -0.8576
14 C -0.1676 -2.3798 -2.6723
15 C 0.8433 3.4660 1.0571
16 C -1.1633 0.2777 0.6381
17 C 0.5646 -1.6902 -1.5128
18 H 0.5398 1.2656 -5.2852
19 H 1.3268 3.1904 1.9929
20 H -1.1221 2.9475 1.4744
21 H 4.8132 0.3695 1.1335
22 H -2.2743 -3.6733 1.0300
23 H 0.5267 -2.5064 -3.4975
24 H -3.1920 1.0538 -3.1943
25 H 0.0570 -2.0998 -0.6433
26 H 0.6280 -5.3649 0.3441
27 H -0.5607 0.9555 3.8223
28 H -0.9969 -0.6338 1.2182
29 H -2.1890 0.5117 0.9786
30 H 1.7127 -0.3777 3.8015
31 H 0.0292 -3.9888 0.2941
32 H 0.7149 -0.2779 -5.1486
33 H 1.6358 -1.7061 -1.4685
34 H -1.2981 -0.2717 4.2718
35 H -1.8968 -0.8501 -0.9742
36 H -2.4688 2.0012 2.2395
37 H 4.0928 0.3878 2.4684
38 H 2.8508 1.4739 -0.7398
39 H -2.6913 -2.7655 -0.1023
40 H -1.5306 0.9049 -1.3888
41 H -2.7881 1.4159 -4.5781
42 H 2.9787 -0.1765 4.6878
43 H 3.0281 0.6210 0.4808
44 H -0.4530 -3.3945 -2.4055
45 H 0.1034 0.0554 -2.4717
46 H 0.4901 4.4978 1.0376
47 H -0.7977 2.8585 -0.2378
48 H 1.6123 3.4412 0.2813
49 H 0.8666 0.2931 -1.0419
50 H -0.9680 -1.7963 -3.1213
51 H 0.4686 0.9874 1.7425
52 H -3.5333 1.1022 2.1802

Computed properties:
Gap between HOMO and LUMO, Ha: 0.3417
Energy above the lowest of the compared OMol25 structures with the same formula, charge and spin, kcal per mole: 65.1
Charge: +1
LUMO, eV: -2.314